[1]
{"formula": "C42H66AlBGe2N6Te", "method": "the ωB97M-V functional and the def2-TZVPD basis", "charge": -1, "homo_ev": [-3.35, -3.35], "spin_multiplicity": 2, "homo_lumo_gap_ev": [4.271, 3.614], "relative_energy_kj_mol": 0.00, "symbols": ["Al", "C", "C", "C", "C", "C", "C", "C", "C", "C", "N", "N", "B", "N", "N", "C", "C", "C", "C", "C", "C", "C", "C", "C", "N", "N", "C", "C", "C", "C", "C", "C", "C", "C", "C", "H", "H", "H", "H", "H", "H", "H", "H", "H", "H", "H", "H", "H", "H", "H", "H", "H", "H", "H", "H", "H", "H", "H", "H", "H", "H", "H", "H", "H", "H", "H", "H", "H", "H", "H", "H", "H", "H", "H", "H", "H", "H", "H", "H", "H", "H", "Te", "C", "Ge", "C", "C", "Ge", "C", "C", "C", "C", "C", "C", "C", "C", "C", "C", "C", "C", "H", "H", "H", "H", "H", "H", "H", "H", "H", "H", "H", "H", "H", "H", "H", "H", "H", "H", "H", "H"], "positions_angstrom": [[-0.504581, 0.488322, -0.020599], [1.235909, 0.124914, 4.620841], [1.062369, 0.491968, 3.160665], [2.367053, 1.070079, 2.540000], [0.645268, -0.795090, 2.450816], [1.135117, -2.053436, 2.745618], [0.761761, -2.891366, 1.670169], [0.900984, -4.389851, 1.636696], [2.055900, -5.013747, 0.883585], [0.786183, -5.007983, 3.062454], [0.024446, -2.188564, 0.781104], [-0.014701, -0.876443, 1.289273], [-0.706400, -2.527827, -0.648164], [-2.106834, -1.886399, -0.416951], [-2.227201, -0.548760, -0.273023], [-3.530311, -0.319730, 0.006179], [-4.185905, -1.558346, 0.047135], [-3.243689, -2.540534, -0.200059], [-3.356073, -3.992764, -0.337717], [-3.507037, -4.331377, -1.834659], [-4.577474, -4.659714, 0.394296], [-4.227110, 1.030350, 0.318005], [-3.415191, 2.421919, 0.065951], [-4.609991, 0.991862, 1.820462], [0.049321, -1.712651, -1.721626], [0.219366, -0.432437, -1.471736], [1.183970, 0.259256, -2.267120], [1.645737, -0.807577, -3.115901], [0.927812, -1.962263, -2.775427], [1.067818, -3.295090, -3.409645], [1.862759, -4.339624, -2.497380], [-0.224996, -3.982547, -3.866857], [-6.384406, -0.709465, -4.375474], [-7.274580, -0.614572, -3.362954], [-5.644480, -2.008500, -4.412477], [1.352657, 1.080814, 5.286698], [2.153165, -0.392127, 4.714642], [0.499154, -0.548718, 5.151467], [0.240197, 1.221169, 3.100802], [3.116613, 0.280126, 2.613732], [2.789804, 1.922090, 2.980982], [2.145139, 1.362237, 1.497107], [1.748887, -2.257275, 3.565681], [0.013628, -4.727201, 1.023417], [3.003891, -4.862512, 1.361009], [2.057493, -4.731394, -0.167572], [1.707433, -6.045479, 0.749968], [-0.018663, -4.559516, 3.664574], [1.766836, -4.919358, 3.594075], [0.581438, -6.038026, 3.106543], [-0.838266, -3.681895, -0.881853], [-5.200391, -1.820591, 0.235511], [-2.474897, -4.422523, 0.152947], [-4.576920, -4.793336, -1.984660], [-2.816343, -5.158460, -2.201377], [-3.336455, -3.404470, -2.391848], [-4.995809, -4.152131, 1.274235], [-4.301346, -5.698166, 0.616102], [-5.432015, -4.713209, -0.250109], [-5.047087, 1.128601, -0.399991], [-3.052982, 2.837654, 0.963559], [-4.143535, 3.124419, -0.253989], [7.495177, -0.633757, 6.427212], [-3.711142, 1.006709, 2.469179], [-4.938970, -0.011367, 2.035598], [-5.350161, 1.690451, 2.162908], [2.513749, -0.755735, -3.672616], [1.808608, -3.073543, -4.282415], [2.110016, -5.202292, -3.056730], [1.276164, -4.564788, -1.652705], [2.802853, -3.897855, -2.109598], [-1.029366, -3.980257, -3.157594], [-0.028617, -5.069861, -3.978976], [-0.512408, -3.558118, -4.845722], [-6.170146, -0.000774, -5.194732], [-7.861877, 0.087073, -2.916541], [-7.016662, -1.580499, -2.526952], [5.476733, 7.857994, 3.576710], [-5.829988, -2.280171, -5.459506], [-5.876014, -2.652060, -3.542874], [-4.669174, -1.764060, -4.105968], [-1.764149, 2.339078, -1.283432], [8.337132, -3.467099, 2.354450], [7.390290, -4.898045, 3.333368], [5.687018, -5.058791, 2.229387], [5.212420, 6.717326, 2.930550], [1.879544, 7.408293, 0.101747], [2.185511, 6.397774, -1.726283], [1.057298, 5.789421, -2.266254], [1.258755, 4.597401, -3.057041], [2.561064, 4.273380, -3.600401], [3.656416, 4.956060, -3.169047], [3.423423, 6.030894, -2.243158], [-0.019259, 7.628566, 0.436238], [-0.558686, 8.460071, -0.610058], [-1.580990, 9.337531, -0.513836], [-2.205041, 9.516728, 0.665289], [-1.720213, 8.738708, 1.768725], [-0.610371, 7.961140, 1.716770], [9.374650, -3.981031, 1.872071], [8.779215, -3.401613, 3.335205], [8.017965, -2.241606, 2.093324], [5.486824, -6.069644, 1.771773], [5.688860, -4.292744, 1.443573], [4.946652, -4.919056, 3.045510], [5.115349, 5.774418, 3.755382], [5.481960, 6.581547, 1.818084], [2.217016, 5.309338, 1.201315], [0.102052, 6.108611, -1.949479], [0.356038, 4.014356, -3.364738], [2.523235, 3.412864, -4.270132], [4.619700, 4.847055, -3.481995], [4.415187, 6.522635, -1.915960], [-0.176020, 8.306160, -1.604238], [-1.808228, 9.923986, -1.452063], [-2.915428, 10.320062, 0.750227], [-2.149502, 8.977776, 2.747949], [-0.168694, 7.478443, 2.551530], [0.281787, 1.520186, 0.809832]], "forces_ev_per_angstrom": [[-0.1, 0.3, -0.7], [-0.3, 1.7, 2.4], [-1.2, 0.0, 0.1], [-1.2, -1.6, -1.0], [0.5, 0.1, -1.4], [-0.5, -0.4, -1.7], [-0.1, 0.0, 1.0], [-1.8, -0.6, -0.4], [-1.1, -0.4, -0.9], [0.8, 1.7, 0.3], [1.0, 0.7, 1.8], [-0.5, -0.9, -0.9], [0.4, 1.5, 0.4], [1.6, -0.7, -0.3], [-1.6, -0.3, 0.8], [0.1, 0.6, 0.0], [-0.2, -0.5, 0.0], [-0.5, 1.9, 0.2], [-1.1, -1.4, 0.7], [-0.6, -2.1, -0.5], [0.4, 0.4, 0.3], [2.0, 1.3, 0.1], [-0.6, -2.4, -0.3], [0.7, -1.3, -0.3], [1.5, -1.6, -2.2], [1.7, 4.2, -0.1], [-1.5, -1.8, 1.2], [-2.7, -0.5, 2.8], [-0.2, -0.3, 0.5], [2.3, -1.2, -0.3], [0.4, 2.7, -0.7], [0.9, -0.5, -1.2], [-1.8, 0.0, 1.8], [3.7, -4.5, 1.3], [-0.6, 0.9, -0.1], [-0.2, -1.6, -1.2], [1.3, -0.6, 0.3], [0.3, 0.9, -1.1], [0.3, -0.2, -0.3], [0.1, 0.0, -0.4], [0.1, 1.3, 1.2], [0.3, -0.5, 0.4], [0.6, -0.7, 1.0], [0.5, 0.3, 0.8], [0.6, -0.3, 0.1], [0.5, 0.7, 0.5], [0.9, -0.4, 0.6], [0.4, 0.3, -0.2], [-0.7, 0.3, -0.2], [-0.2, -1.6, -0.6], [0.4, -0.2, 0.1], [-0.7, 0.4, 0.2], [0.0, -0.1, -0.5], [2.0, 1.3, -0.2], [-0.6, 1.2, 0.5], [-0.2, -0.5, -0.4], [0.8, -0.1, 0.1], [-0.1, 0.3, 0.2], [-0.4, 0.0, -0.6], [-0.3, -0.4, 0.5], [0.5, 0.1, 1.4], [-0.6, 0.6, -0.7], [0.0, 0.0, 0.0], [-0.2, 0.7, -0.5], [-0.8, -0.4, 0.1], [-0.2, 0.5, 0.0], [1.3, -0.1, -1.6], [-1.6, -0.7, 1.1], [0.1, -1.1, -0.6], [-0.9, -0.5, 0.7], [-0.4, -0.1, -0.3], [-0.4, 0.7, 0.4], [0.0, 0.5, -0.4], [-0.3, -0.3, 0.5], [-0.4, -0.2, 0.6], [-1.6, 2.3, 0.4], [-1.5, 2.9, -2.4], [-0.9, -3.8, -2.5], [0.9, -1.3, 0.5], [-0.8, -0.2, -1.2], [2.1, 0.2, -0.8], [-0.5, 1.3, -1.3], [2.1, 1.6, -0.6], [-1.2, -0.8, -1.4], [0.3, -0.7, 0.4], [1.1, 0.8, 3.2], [1.2, -2.8, -0.3], [-0.2, 1.1, 0.5], [1.5, -2.9, -0.9], [-0.1, 1.6, -0.6], [-3.1, -0.8, 0.8], [-2.8, 2.7, 1.9], [2.7, -0.2, 0.3], [-1.5, 3.3, -0.3], [1.8, -3.0, -0.1], [-0.6, 1.6, -2.3], [0.5, -0.7, 1.8], [-1.4, 2.3, 0.6], [1.1, -1.7, -2.5], [-2.9, 1.6, 0.5], [1.0, 1.4, 0.7], [0.9, -4.1, 0.2], [0.3, 0.9, 0.6], [-0.4, -0.2, 0.4], [-0.1, 0.2, -0.8], [0.3, 2.7, -2.9], [-0.5, 0.2, 2.2], [0.0, 1.4, -0.4], [-1.1, -0.1, 0.2], [1.0, 0.5, 0.3], [0.6, 0.2, 0.2], [2.4, -0.7, -1.0], [-1.8, -0.5, -0.2], [0.4, 0.0, -0.3], [-0.1, -0.6, 1.3], [-0.5, -0.2, 0.4], [0.0, -0.3, -0.3], [0.0, -0.2, 1.0], [0.3, 0.5, 0.6]], "lowdin_charge": [-0.1850, -0.1133, -0.3712, -0.0578, -0.2349, 0.0239, -0.1698, -0.3437, -0.0524, -0.0648, 0.1269, 0.0587, -0.4105, 0.0510, 0.0493, -0.2128, 0.0279, -0.2359, -0.3405, -0.0555, -0.0639, -0.3162, -0.5889, -0.0768, 0.0479, -0.1507, -0.0670, -0.0989, -0.2398, -0.3319, -0.0624, -0.0657, -0.2418, -0.0218, -0.1436, 0.1092, 0.0380, 0.0950, 0.1178, 0.0802, 0.0479, 0.0503, 0.0890, 0.1306, 0.0521, 0.0311, 0.0929, 0.0838, 0.0854, 0.0449, 0.1036, 0.1042, 0.1160, 0.0977, 0.0902, 0.0739, 0.0763, 0.0785, 0.0441, 0.1212, -0.0043, 0.0047, 0.0035, 0.0916, 0.0477, 0.0659, 0.0423, 0.1530, 0.0538, 0.0163, 0.0926, 0.0259, 0.0768, 0.0858, 0.1028, -0.0118, 0.1237, 0.0560, 0.0816, 0.0581, 0.0518, 0.8297, -0.4473, 0.8610, -0.4083, -0.0773, 0.9930, -0.4179, -0.1317, -0.0404, -0.0830, -0.1014, -0.1591, -0.3909, -0.1875, -0.1415, -0.0807, -0.0940, -0.1377, 0.0641, -0.1558, 0.1015, 0.0147, -0.0005, -0.0226, 0.0265, -0.0326, 0.0529, 0.0576, 0.0818, 0.1008, 0.0586, 0.1056, 0.0768, 0.1285, 0.0965, 0.1004, 0.0803, -0.0597]}

[2]
{"formula": "C2H4BeLiO4", "method": "the ωB97M-V functional and the def2-TZVPD basis", "charge": 3, "homo_ev": [-24.13, -23.85], "homo_lumo_gap_ev": [6.632, 6.725], "relative_energy_kj_mol": 283.37, "symbols": ["O", "C", "H", "H", "C", "O", "O", "Li", "H", "H", "Be", "O"], "positions_angstrom": [[1.046841, -0.971091, 0.497503], [-1.017201, -1.265902, 1.406726], [-0.853865, -1.261238, 2.495470], [-1.480316, -2.202591, 1.055601], [1.350971, 1.535206, 2.114349], [0.980231, 1.304035, 0.971284], [-1.183243, 0.139948, 0.647000], [-1.170260, -0.180612, -1.248563], [2.106958, 2.315684, 2.264820], [1.100341, 0.795339, 2.890238], [1.625198, 0.062991, -1.534014], [0.727166, -0.831698, -0.779205]], "forces_ev_per_angstrom": [[-0.3, -0.9, 1.2], [-2.3, 6.5, -2.4], [0.5, 0.6, -0.4], [0.5, 0.4, -0.9], [-0.1, -1.2, -1.8], [0.4, 1.4, 1.7], [1.3, -7.7, 4.0], [-1.3, -0.2, 0.2], [0.1, 0.7, 0.3], [-0.3, 0.3, 0.5], [0.8, -0.7, -0.1], [0.7, 0.8, -2.5]], "lowdin_charge": [0.0076, 0.3159, 0.1249, 0.1329, 0.2583, 0.1866, -0.2378, 0.8530, 0.2018, 0.1925, 1.2141, -0.2498]}

In eV/Å, the largest force on an atom values for the records above are, in order, 6.00 8.77.